Formula: C91H210N14O14
Source: OMol25
Level of theory: ωB97M-V/def2-TZVPD

Results
- HOMO energy (Eh) = -0.303
- 2S+1 = 1
- energy relative to the best compared isomer or geometry (same formula, charge and spin) (eV) = 2.673
- charge = 0
- LUMO level (eV) = 0.52

Each line ends with the Mulliken charge.
Atoms and positions in Å:
C  -1.06392  -6.01331  -5.75314  -1.570
C  -1.28182  -5.29590  -4.43106  1.709
C  -2.77279  -5.42497  -4.00597  -1.260
O  -2.99412  -4.81938  -2.72008  0.315
C  -4.26230  -5.07162  -2.18341  -0.690
N  -0.44492  -5.94390  -3.43409  -0.505
H  -1.10172  -7.08165  -5.62223  0.512
H  -0.08172  -5.85426  -6.21797  0.187
H  -1.75924  -5.61251  -6.49613  0.368
H  -0.95111  -4.27828  -4.44886  -0.589
H  -2.97777  -6.55567  -3.99630  0.339
H  -3.30972  -4.87785  -4.79703  0.271
H  -5.00096  -4.92849  -3.01401  0.364
H  -4.30393  -4.39745  -1.33437  0.015
H  -4.43395  -6.10361  -1.80775  0.207
H  -0.68022  -5.91420  -2.44844  0.076
H  -0.33481  -6.92289  -3.66354  0.314
C  -2.55733  -6.50825  1.03123  -1.605
C  -3.15542  -6.52370  2.41001  1.079
C  -3.76511  -5.21858  2.87048  0.014
O  -4.37070  -5.46708  4.14203  -0.436
C  -4.77677  -4.33143  4.76951  -0.328
N  -4.27697  -7.42195  2.18978  -0.703
H  -3.22064  -6.20092  0.23697  0.442
H  -2.27030  -7.53107  0.76748  0.561
H  -1.68342  -5.89337  0.98242  -0.016
H  -2.54586  -7.05933  3.13596  0.319
H  -4.50277  -4.86781  2.09070  -0.035
H  -2.94375  -4.42812  2.91634  -0.003
H  -5.33151  -3.69051  4.09363  -0.036
H  -4.05100  -3.67123  5.21937  0.205
H  -5.42191  -4.65558  5.56462  0.426
H  -4.88770  -7.69001  2.94473  0.170
H  -4.11778  -8.19908  1.58627  0.162
C  -1.30814  -0.07981  4.19144  0.730
C  -1.77148  0.19929  5.67593  1.117
C  -3.25832  0.21192  5.83308  0.173
O  -3.50537  0.64619  7.18883  -0.500
C  -4.90236  0.59094  7.43827  -0.748
N  -1.14200  -0.74236  6.60393  -0.627
H  -0.21772  -0.34123  4.15177  -0.931
H  -1.57240  0.62420  3.37748  -0.059
H  -1.78634  -0.96049  3.82748  0.343
H  -1.35016  1.18471  5.92816  -0.524
H  -3.72629  -0.79442  5.75184  0.079
H  -3.72018  0.93953  5.19033  -0.165
H  -5.35462  -0.31558  7.04984  0.322
H  -5.45636  1.38784  7.04104  0.208
H  -4.90148  0.54575  8.54815  0.309
H  -1.59804  -0.67943  7.52549  0.307
H  -0.12654  -0.46665  6.66186  0.190
C  2.99179  -6.94111  -6.72912  -1.395
C  3.78901  -6.12344  -5.75790  0.300
C  3.05275  -4.83224  -5.37231  -0.189
O  3.96462  -3.88762  -4.85433  -0.523
C  3.31064  -2.96154  -3.85799  -0.449
N  4.28662  -6.94400  -4.65317  -0.559
H  2.65944  -6.27949  -7.57531  0.323
H  2.12217  -7.34884  -6.18112  0.222
H  3.55351  -7.74603  -7.16485  0.395
H  4.71780  -5.91263  -6.32274  0.268
H  2.26532  -5.10922  -4.64343  -0.019
H  2.61484  -4.38571  -6.26151  0.365
H  2.90262  -3.44696  -2.95308  0.276
H  2.57946  -2.39192  -4.41918  0.678
H  4.14412  -2.35130  -3.62216  -0.089
H  4.77419  -6.34354  -4.00605  0.186
H  3.46187  -7.35733  -4.15516  0.279
C  5.14243  -3.72175  -0.05417  -1.171
C  5.27984  -5.09057  -0.68053  0.476
C  6.11822  -4.98903  -1.97176  -0.662
O  6.28195  -6.33589  -2.43842  -0.346
C  7.58914  -6.66359  -2.81877  -0.862
N  5.76112  -6.05758  0.25882  -0.695
H  4.73263  -3.75535  0.96365  0.359
H  4.55765  -2.95041  -0.60857  0.056
H  6.11183  -3.35361  0.21847  0.484
H  4.25489  -5.43243  -0.97206  0.051
H  7.12545  -4.49690  -1.77140  0.459
H  5.69617  -4.37714  -2.72672  0.375
H  7.55139  -7.68155  -3.21968  0.293
H  8.38879  -6.61278  -2.04563  0.301
H  7.91577  -6.05055  -3.65450  0.344
H  6.74038  -5.96773  0.51158  0.244
H  5.62165  -6.97590  -0.06094  0.287
C  0.88831  6.97035  0.13823  -1.504
C  2.23835  7.05117  0.81360  1.166
C  3.21290  6.08026  0.07544  -1.099
O  2.98084  4.75726  0.66684  0.345
C  3.80795  3.81282  0.03520  0.119
N  2.77035  8.42871  0.88839  -0.807
H  0.46212  5.94656  0.11465  0.125
H  1.01129  7.25529  -0.87951  0.439
H  0.10949  7.57352  0.57565  0.409
H  2.07113  6.79056  1.86770  -0.084
H  4.28343  6.32121  0.12053  0.310
H  2.96808  5.97856  -0.98295  0.407
H  4.73181  3.59821  0.58082  0.220
H  3.98926  3.98432  -1.00425  -0.070
H  3.36905  2.87130  0.10261  -0.510
H  2.53971  8.95867  0.07914  0.272
H  2.26113  8.91159  1.69342  0.332
C  2.01269  -4.82246  4.16802  -1.644
C  1.26708  -3.53827  4.65375  0.345
C  1.59945  -3.17937  6.13085  -0.616
O  2.90811  -2.60271  6.19612  -0.362
C  3.16518  -2.18603  7.49038  -0.857
N  1.58067  -2.45325  3.73594  0.114
H  1.99029  -5.77246  4.75371  0.407
H  3.03026  -4.54601  3.86924  0.369
H  1.51984  -5.16302  3.26256  0.273
H  0.17446  -3.70479  4.73712  0.270
H  1.56659  -4.07358  6.79250  0.561
H  0.88164  -2.42576  6.57521  0.181
H  2.45149  -1.41176  7.76340  0.307
H  4.19598  -1.75975  7.49749  0.241
H  3.11064  -2.98011  8.22850  0.332
H  2.36447  -1.93515  4.06255  0.204
H  0.91570  -1.82009  3.37155  -0.489
C  -4.87064  -1.58096  -3.97326  -1.215
C  -3.55862  -0.69780  -4.11848  0.825
C  -2.34514  -1.56284  -4.29996  0.704
C  -2.07368  -1.98698  -5.72585  -1.061
C  -2.08949  -0.73854  -6.55451  -1.588
C  -3.42110  -0.05141  -6.55120  2.095
N  -3.57876  0.35140  -5.11475  1.224
O  -4.80251  1.05578  -5.04505  -0.606
C  -3.22429  1.19945  -7.38903  -1.772
C  -4.54035  -0.84163  -7.18654  -2.047
C  -3.38432  0.04089  -2.72610  -0.389
H  -4.83689  -2.32305  -4.77632  0.234
H  -5.79245  -0.94048  -3.94491  0.250
H  -4.87395  -2.05963  -3.00574  -0.011
H  -1.45584  -0.89154  -4.05929  -0.749
H  -2.29530  -2.38873  -3.56419  -0.021
H  -2.75762  -2.80158  -6.07602  0.283
H  -1.03529  -2.43001  -5.71464  0.346
H  -1.79295  -0.99971  -7.51229  1.263
H  -1.26236  -0.14029  -6.18780  -0.449
H  -2.60341  0.96001  -8.23221  0.396
H  -4.10755  1.65964  -7.75106  0.397
H  -2.79158  1.97942  -6.74591  0.123
H  -4.43831  -0.92841  -8.26226  0.435
H  -4.74777  -1.84667  -6.84616  0.233
H  -5.42565  -0.24675  -6.97731  0.469
H  -3.08197  -0.77922  -2.04366  -0.316
H  -4.28418  0.62753  -2.39621  0.601
H  -2.55151  0.75045  -2.78831  -0.758
H  -4.46712  1.89177  -4.65101  0.386
C  -6.52829  -0.60796  4.37301  -0.872
C  -7.49678  -1.04450  3.25850  2.169
C  -8.45291  0.13677  2.92336  -1.679
C  -7.86536  1.37295  2.27095  0.254
C  -7.19308  0.92057  1.00323  -1.261
C  -6.17975  -0.26142  1.18840  2.128
N  -6.85039  -1.34226  1.94483  -0.404
O  -5.79042  -2.32545  2.23212  -0.040
C  -5.92880  -0.90032  -0.20443  -1.666
C  -4.88807  0.34431  1.81724  0.848
C  -8.30123  -2.25929  3.68051  -1.952
H  -6.91501  -0.75306  5.37918  0.592
H  -6.27534  0.44311  4.24345  -0.309
H  -5.61126  -1.23849  4.32919  -0.130
H  -9.33918  -0.26064  2.31389  0.286
H  -8.78584  0.41892  3.92314  0.450
H  -7.14691  1.88037  2.97443  -0.383
H  -8.72281  2.01424  2.03870  0.537
H  -6.58575  1.78613  0.72618  0.212
H  -7.94174  0.66338  0.24355  0.577
H  -5.31308  -0.26432  -0.83658  -0.126
H  -5.31650  -1.79218  -0.19999  0.152
H  -6.77211  -1.19942  -0.85480  0.472
H  -4.26070  0.84923  1.00095  -0.179
H  -5.19302  1.12682  2.53864  -1.063
H  -4.28733  -0.41128  2.36705  -0.237
H  -7.67307  -3.13724  3.81356  0.248
H  -9.13066  -2.48519  3.01901  0.432
H  -8.64992  -1.95327  4.62509  0.476
H  -6.05554  -3.10014  1.77812  0.226
C  1.93165  4.83636  -6.08392  -1.681
C  0.63286  3.96532  -6.10037  1.588
C  0.81263  2.48368  -6.30218  -1.467
C  1.05362  1.74540  -5.04759  0.295
C  -0.09843  2.05573  -4.08221  0.101
C  -0.12918  3.56645  -3.75870  2.576
N  -0.30006  4.28348  -4.99533  0.210
O  -0.24353  5.66105  -4.72116  -0.533
C  -1.47603  3.71911  -2.90155  -2.164
C  1.06884  3.93062  -2.92504  -1.675
C  -0.13380  4.57810  -7.29014  -1.757
H  2.54276  4.45732  -6.87773  0.495
H  2.43103  4.80890  -5.15843  0.221
H  1.72943  5.88167  -6.26033  0.285
H  -0.01320  1.96129  -6.77297  0.165
H  1.65790  2.22229  -6.90726  0.578
H  1.96909  2.07516  -4.58767  -0.178
H  1.10394  0.63862  -5.26080  0.344
H  -0.04307  1.51573  -3.13216  -0.072
H  -0.99548  1.86663  -4.62556  -0.514
H  -2.31718  3.52669  -3.56715  0.307
H  -1.46165  3.10621  -1.99471  0.105
H  -1.50988  4.76931  -2.68522  0.719
H  2.02282  3.77967  -3.43557  -0.238
H  1.04083  4.99372  -2.74176  0.602
H  1.14890  3.42736  -1.99424  0.336
H  -0.43795  5.65372  -7.21092  0.446
H  -0.96460  3.96972  -7.51277  0.221
H  0.51742  4.47930  -8.17090  0.467
H  -0.81761  6.06848  -5.41248  0.438
C  5.34409  2.85402  5.52858  -2.123
C  4.60511  2.22774  4.33353  2.102
C  4.00965  0.87454  4.82567  -1.581
C  2.80874  1.00496  5.80017  0.091
C  1.77049  1.91265  5.04308  -0.363
C  2.25599  3.25165  4.48741  2.090
N  3.50913  3.04661  3.70568  1.800
O  4.13020  4.29645  3.37756  -0.660
C  1.15253  3.75187  3.53815  -0.442
C  2.34200  4.29988  5.63084  -1.863
C  5.54712  1.95716  3.23729  -1.866
H  4.84304  2.79329  6.50022  0.325
H  5.54484  3.89143  5.31385  0.383
H  6.34458  2.42832  5.61970  0.509
H  3.77929  0.18600  4.04579  -0.122
H  4.79859  0.35198  5.38893  0.573
H  3.12203  1.50792  6.74950  0.367
H  2.31815  0.05929  6.02986  -0.350
H  0.89185  2.12561  5.67475  0.389
H  1.40482  1.37568  4.23611  -0.827
H  1.42801  4.75002  3.26694  0.039
H  0.89267  3.10936  2.67535  -0.421
H  0.30070  3.87346  4.16770  -0.074
H  3.22350  4.13077  6.22801  0.395
H  2.37739  5.36209  5.25719  0.280
H  1.52959  4.26532  6.33497  0.303
H  6.45740  1.36949  3.55832  0.447
H  5.87491  2.92215  2.78565  0.336
H  5.06724  1.43678  2.45500  0.198
H  3.72588  4.50703  2.49884  0.119
C  1.79370  -0.12330  -0.82283  -0.230
C  1.15798  -0.17088  0.51138  2.235
C  0.06401  0.86362  0.58043  0.134
C  -1.12739  0.46145  -0.25949  0.575
C  -1.63782  -0.98606  0.16899  1.049
C  -0.50503  -1.99158  0.07192  2.354
N  0.63020  -1.45147  0.82466  1.127
O  1.73787  -2.31812  0.87806  0.104
C  -1.00162  -3.23815  0.85043  -1.773
C  -0.24394  -2.33496  -1.36695  -0.316
C  2.23932  0.16868  1.56394  -0.556
H  2.27015  -1.08790  -1.01164  -0.543
H  2.56814  0.61795  -0.92266  0.137
H  1.08488  0.10756  -1.63619  -0.810
H  -0.28938  1.03074  1.59794  -1.261
H  0.55705  1.77545  0.18746  0.275
H  -0.96771  0.43103  -1.37712  -1.132
H  -1.98284  1.13258  -0.23976  0.502
H  -2.43422  -1.32912  -0.55657  -0.470
H  -2.06583  -0.96261  1.21212  -0.940
H  -1.22441  -3.13242  1.96416  -0.563
H  -1.86541  -3.61826  0.28608  0.372
H  -0.16933  -3.95208  0.86691  0.869
H  -1.01353  -2.92908  -1.92225  -0.777
H  -0.18218  -1.49591  -2.01218  -0.145
H  0.69521  -2.91919  -1.40163  0.217
H  1.88369  0.04050  2.58479  -0.906
H  2.62492  1.17572  1.38774  -0.416
H  3.09835  -0.46624  1.51729  0.991
H  1.83726  -2.54419  1.82131  0.160
C  -2.73589  3.91296  6.19023  -0.938
C  -3.35974  4.73845  5.10852  1.322
C  -2.98913  6.23960  5.01706  -1.067
C  -3.40564  6.94103  3.72530  -0.839
C  -2.91119  6.14839  2.56447  -1.527
C  -3.34009  4.71495  2.52547  1.681
N  -2.95664  4.10949  3.80713  0.423
O  -3.38573  2.70454  3.78648  1.996
C  -4.88777  4.54822  2.11349  -1.344
C  -2.55343  4.02552  1.41376  -0.887
C  -4.93709  4.57770  5.37593  -1.515
H  -2.74256  4.37641  7.19371  0.513
H  -1.72282  3.61964  5.96179  -0.620
H  -3.39394  3.00770  6.29719  0.232
H  -3.39374  6.77771  5.90945  0.285
H  -1.88577  6.20584  5.09360  0.250
H  -3.03347  7.99221  3.73506  0.434
H  -4.47705  7.00418  3.70404  0.432
H  -1.83799  6.00636  2.48816  0.265
H  -3.19465  6.69502  1.66917  0.379
H  -5.54153  5.10730  2.77972  0.328
H  -5.04690  4.86851  1.07082  0.442
H  -5.05437  3.47190  2.24824  0.118
H  -2.73701  4.48951  0.40722  0.697
H  -1.44876  4.07531  1.55159  -0.159
H  -2.91708  2.95048  1.25289  -0.719
H  -5.16796  4.80504  6.45363  0.387
H  -5.21866  3.54205  5.15672  -0.047
H  -5.45854  5.27197  4.75829  0.543
H  -2.56080  2.23581  3.76804  -1.030
C  6.12962  3.61761  -2.84968  -1.274
C  6.36329  2.44243  -3.81615  1.825
C  7.89110  2.35193  -4.06388  -1.361
C  8.68052  1.73294  -2.87326  -0.787
C  8.01905  0.42865  -2.61980  -1.498
C  6.58989  0.50070  -2.10839  2.861
N  5.85738  1.15386  -3.20763  -0.483
O  4.44607  1.29208  -2.88705  0.952
C  6.02927  -0.89255  -1.88549  -2.235
C  6.47532  1.10218  -0.72773  -1.671
C  5.69831  2.61717  -5.16873  -2.086
H  5.02917  3.66423  -2.63731  -0.404
H  6.39348  4.52296  -3.38935  0.485
H  6.78611  3.51764  -1.98486  0.446
H  8.08814  1.80188  -4.98287  0.449
H  8.20107  3.40282  -4.34212  0.421
H  8.75093  2.40026  -2.02605  0.385
H  9.70396  1.55086  -3.15126  0.438
H  8.59672  -0.22395  -1.96486  0.443
H  7.94511  -0.05732  -3.58749  0.478
H  6.25012  -1.42745  -2.82650  0.447
H  6.55707  -1.44705  -1.17754  0.728
H  4.93420  -0.86685  -1.81636  -0.403
H  6.90241  2.11869  -0.62397  0.468
H  5.41305  1.23983  -0.46674  -0.316
H  6.97492  0.55059  0.01745  0.712
H  5.44251  1.69675  -5.70165  0.332
H  6.35206  3.14920  -5.81850  0.503
H  4.80312  3.20857  -5.03571  0.248
H  4.12165  0.54616  -3.35485  0.013

Forces on the atoms, in the same order (eV/Å):
0.4 1.1 -0.6
-0.5 -1.4 1.7
0.8 -0.3 -0.3
1.1 -0.8 -1.1
-0.5 -0.4 -0.8
1.2 -0.9 0.1
-0.6 -0.5 -0.1
0.0 0.3 0.5
-0.2 -0.5 0.0
-0.2 0.9 -0.3
-0.2 1.5 0.0
-0.7 -0.3 0.3
0.0 0.4 1.0
-0.7 0.2 0.0
0.5 0.3 -0.2
-0.5 0.6 -0.3
0.1 -0.1 0.0
1.2 -0.1 -0.1
-1.9 -1.5 -0.7
1.2 0.7 0.0
1.5 -0.9 -1.6
-1.5 1.2 0.5
-1.9 -0.3 0.0
-0.6 0.3 0.1
0.2 0.1 0.1
0.7 0.4 -0.1
0.8 1.0 0.3
0.4 -0.4 0.8
-1.0 -0.7 0.3
-0.4 0.2 -0.2
1.1 -0.1 0.1
-0.5 0.0 0.5
0.3 0.2 0.3
0.3 -0.3 -0.2
0.4 -0.4 0.6
1.5 0.6 -1.3
0.0 -0.2 1.5
-0.5 -0.3 -1.0
1.5 -1.3 2.2
1.0 -0.1 -0.1
-0.9 0.7 0.1
0.3 0.3 0.8
-0.5 -1.1 -0.1
-0.7 0.3 -0.2
0.4 0.4 -0.4
-0.3 0.1 -0.7
0.1 -0.4 0.0
-0.6 1.6 -0.5
-0.8 0.3 -0.6
0.5 0.2 -0.6
-1.5 -0.5 0.3
-1.4 0.7 -0.3
1.6 0.1 -0.6
0.3 -0.6 0.0
-1.0 0.7 2.2
1.0 -1.6 -1.9
-1.7 -0.4 0.2
0.0 -0.7 0.8
0.0 0.0 -0.5
0.3 -0.4 0.0
-0.3 0.8 0.3
0.1 0.3 -0.2
-0.5 0.0 -0.3
0.1 -0.1 -0.6
-0.5 0.2 0.2
0.5 0.9 0.6
0.2 -0.1 0.4
1.0 0.5 -0.4
-0.6 0.7 1.0
-1.1 0.6 -1.1
1.5 -0.8 1.3
0.2 0.6 0.4
0.5 -0.6 -0.7
0.4 0.7 1.1
-0.6 -0.5 -0.4
0.6 -0.7 0.1
0.9 0.6 -0.5
0.7 0.2 0.1
-0.9 -0.7 0.1
-0.9 0.5 -0.9
0.0 0.0 0.3
-0.8 0.1 0.0
0.1 0.4 -0.2
-0.1 0.2 -0.1
-0.1 -1.2 -0.6
-0.6 -1.2 0.0
0.2 0.3 0.0
-0.6 -0.8 1.3
0.4 1.2 -0.5
0.7 -0.2 0.8
-0.8 0.2 2.2
0.5 0.3 0.1
-0.1 0.4 -1.1
-0.1 0.5 0.4
0.6 -0.6 -0.3
-0.3 0.3 0.4
-0.2 0.3 -0.2
0.5 0.8 -0.1
0.1 0.5 -0.6
-1.4 -1.7 0.0
-0.2 0.4 -0.9
1.0 -0.8 -1.5
-0.5 -0.2 -0.3
-0.4 -0.6 1.4
0.1 0.5 0.1
-0.6 -0.8 -0.6
1.3 0.9 0.2
0.8 -1.0 -0.1
0.1 1.2 0.4
-0.1 -0.2 0.3
-0.1 0.3 -0.5
0.4 0.0 -0.6
0.0 0.3 -0.5
0.4 -0.7 -0.7
-0.1 0.3 0.3
-0.8 -0.2 0.1
0.0 -0.4 0.1
0.7 0.4 0.3
-1.4 0.3 0.1
0.4 1.3 -0.6
-1.7 0.3 2.5
1.8 0.5 0.6
0.7 -1.6 0.6
0.4 -1.1 0.8
1.0 0.5 0.5
-0.2 -0.5 -1.9
0.3 1.4 1.0
0.3 0.8 1.1
-0.9 0.0 0.3
-0.1 -0.5 -0.7
-0.6 0.0 0.2
0.8 -0.6 -0.6
0.3 -0.4 0.3
-0.8 -0.7 0.0
-0.4 0.3 -0.4
0.4 0.7 0.1
-1.0 0.3 -0.3
0.3 -0.4 -2.3
-0.1 0.7 0.2
0.4 0.1 -0.4
-1.2 0.1 -0.4
0.5 -0.2 -0.3
0.3 0.3 -0.3
0.3 -0.2 0.4
-0.4 -0.1 -0.2
-0.6 0.9 -0.1
0.7 -0.9 -0.3
-0.1 -0.1 -0.1
-0.8 -0.6 -0.4
0.8 -0.7 -0.4
0.3 1.0 -1.7
-1.2 -1.0 0.9
0.1 -0.9 0.7
1.0 0.1 -0.2
-0.7 0.1 -0.8
1.0 -0.7 1.0
-0.1 1.7 0.6
0.7 0.3 -0.8
0.3 0.2 -0.4
0.7 0.2 -0.5
-0.4 0.1 0.0
0.2 -0.1 0.2
-0.5 0.6 -0.1
1.2 0.6 0.8
-0.7 0.1 0.0
-0.8 -0.2 -0.7
0.4 0.3 0.1
-0.1 -0.2 -0.9
0.2 0.1 0.1
-0.1 0.5 0.1
0.2 -0.4 0.7
-0.3 0.5 0.9
-0.8 -0.8 1.1
0.4 -0.3 -0.4
-0.3 0.4 -0.5
0.1 0.0 0.0
0.0 0.0 -0.2
-1.0 -0.1 1.4
-0.6 -1.1 -0.8
-0.9 -0.9 -0.1
-0.7 3.0 -0.9
0.2 -0.6 -0.3
-0.6 -1.5 1.7
1.3 0.7 -0.4
-1.8 -2.0 1.5
0.0 -1.1 0.0
-0.5 1.1 -0.5
1.6 0.5 -1.2
0.8 1.2 -0.8
1.2 0.1 -1.1
0.7 -0.1 -0.4
0.9 -0.3 1.1
-0.3 0.2 -0.2
-0.7 0.5 -0.3
0.6 0.6 -0.9
0.7 -0.2 0.2
0.1 1.0 0.3
-0.1 -0.1 -0.2
-1.1 -0.6 -0.1
0.0 -0.4 0.1
-0.1 0.1 -0.2
-0.3 0.6 0.7
-0.1 -0.2 -0.1
0.0 0.5 0.3
-0.3 -0.6 0.9
0.4 -1.0 0.1
-1.4 -0.6 -0.1
-0.1 0.3 0.0
0.5 -0.5 1.0
0.2 0.5 -0.1
-1.7 -0.7 1.4
0.3 0.0 1.9
-0.2 2.1 -1.0
0.7 0.2 2.1
-0.1 0.4 0.2
0.3 -0.5 0.8
-1.1 0.3 -0.6
0.6 -0.4 0.2
0.8 0.9 -0.7
2.7 0.6 -0.6
0.0 -0.1 -0.3
-0.1 0.6 0.0
-0.1 -0.4 0.1
-0.4 -0.2 -1.0
0.1 0.2 -0.2
-0.2 -0.5 -0.6
0.3 -0.1 0.0
0.3 0.0 -0.1
-0.7 -1.3 -1.7
0.1 0.6 -0.8
0.4 0.3 0.4
-1.1 0.0 0.3
0.4 0.1 0.1
0.1 -1.1 0.2
-0.7 -0.3 0.0
-1.0 0.6 -0.2
0.1 -0.7 0.4
-0.6 -0.8 -0.9
0.4 -0.1 0.7
0.6 -0.2 -2.1
0.7 1.1 1.2
-0.2 0.8 -0.7
-1.3 -1.6 -1.2
-0.4 1.5 -0.4
-1.1 -0.4 1.7
-0.4 -0.7 1.3
-0.1 -1.1 -0.7
0.7 -0.3 0.4
0.4 -1.9 -0.9
-0.3 0.4 -0.1
0.0 0.0 -0.2
0.4 0.5 0.2
0.2 -0.3 0.3
0.2 0.1 0.2
-0.6 0.0 0.4
0.5 -0.1 1.1
0.0 0.4 0.6
0.7 0.4 1.2
0.4 0.0 -1.0
0.0 0.6 -1.5
0.2 -0.2 0.4
-0.3 -0.3 -0.4
0.2 0.0 1.2
0.5 1.1 -0.3
-0.3 0.3 -0.3
-0.4 0.4 0.1
-0.3 0.2 0.3
0.5 -0.6 -0.4
-0.1 -0.1 0.2
-0.5 -0.7 1.2
-2.7 -0.1 -1.0
0.7 -0.4 1.1
0.8 0.2 1.3
0.5 0.5 -0.9
-2.0 -0.5 -1.0
0.0 -0.7 0.2
-0.5 1.6 0.1
1.5 -0.2 0.7
0.0 -1.2 -1.5
1.5 0.1 0.8
0.0 0.2 -0.5
0.4 -0.1 -0.1
1.1 0.6 0.0
0.4 -0.5 -0.5
-0.3 0.5 0.0
-0.1 -0.8 -0.1
-0.7 0.1 -0.2
0.6 0.9 0.5
-0.2 -0.4 -0.5
-0.1 0.0 -0.1
0.1 -0.2 0.4
-0.4 0.3 -0.3
0.0 0.0 1.0
-0.7 -0.3 0.2
0.8 1.3 0.5
0.3 -0.2 -1.0
-0.1 0.3 0.0
-0.7 0.4 -0.3
0.7 -0.3 0.0
-1.0 -0.2 -1.0
0.5 -1.1 1.1
0.4 1.0 0.2
-0.4 1.0 -1.2
-0.2 -1.1 0.6
-0.1 0.3 0.6
-0.1 0.1 -0.5
1.4 1.1 0.5
-0.6 0.1 -3.6
-0.7 3.0 -0.2
-0.8 0.0 0.4
1.1 0.0 0.2
0.0 0.3 0.1
-0.5 0.2 0.0
0.0 -0.5 0.1
-0.1 -0.9 0.6
-0.3 0.2 0.4
0.5 0.0 -0.4
0.1 0.0 0.1
0.1 -0.4 -0.2
-0.3 -0.1 0.0
0.4 -0.6 1.7
0.4 -0.1 0.7
-0.1 -0.4 -0.2
0.3 -0.3 0.0
0.4 -1.1 0.8
0.1 -0.1 0.5
0.5 0.7 -0.5
-0.5 0.1 -0.2
-0.9 -0.9 -0.7